Computed, not measured: a molecular structure, C24H33AsN4O8PRbS2, with the ωB97M-V functional and the def2-TZVPD basis.

Computed properties:
* DFT total energy: -140220.228 eV
* charge: -2
* HOMO-LUMO gap: 0.251 Eh
* E_LUMO: 3.7 eV
* ΔE to the lowest compared entry with this formula, charge and spin: 0.00 kJ/mol

Positions of all 74 atoms, in Å:
Rb1 -0.56007 -0.30753 0.78434
As1 -1.22607 -0.99239 -2.81255
S1 -5.02354 5.13359 -4.61439
S2 -2.41426 2.89210 -2.40404
P1 1.13026 -2.89882 2.33301
O1 1.07383 0.94834 5.01465
O2 -4.88363 5.13941 -6.05312
O3 -6.34449 5.42517 -4.10874
O4 -0.00139 2.54210 1.11754
O5 3.00766 -0.46806 1.91146
O6 0.00122 0.13014 3.22497
O7 1.95415 -0.06814 -0.02887
O8 -1.81180 -1.39084 -1.32912
N1 2.23331 -3.73936 4.74589
N2 2.96986 -4.97824 2.75056
N3 0.72342 -5.35944 3.67689
N4 -4.41209 3.77893 -3.96024
C1 1.42766 2.03554 2.92762
C2 0.80216 0.90988 3.80170
C3 -3.35060 4.01733 -3.21113
C4 -1.95533 6.07697 -2.42587
C5 0.32514 3.00428 2.43629
C6 2.38002 0.25290 1.11699
C7 1.18428 -4.73207 4.91951
C8 1.88868 -5.92284 3.00131
C9 -1.81061 7.45431 -2.51841
C10 0.96495 4.37450 2.15495
C11 3.33864 -4.35797 4.02593
C12 -3.70968 7.61940 -4.00498
C13 0.06640 -4.35725 2.81904
C14 1.33798 2.61051 0.59225
C15 -3.83842 6.24936 -3.89424
C16 2.55781 -3.94879 1.78165
C17 1.69177 4.08920 0.82160
C18 -2.61891 -0.46974 -4.03516
C19 0.20789 0.29575 -2.83769
C20 -0.42697 -2.56758 -3.61460
C21 -2.67355 8.21989 -3.30090
C22 -2.98575 5.47731 -3.13254
C23 2.15014 1.73562 1.56109
C24 1.73713 -2.54430 4.03811
H1 0.62209 0.20618 -3.84386
H2 4.10297 -3.60178 3.83891
H3 1.56807 -6.35440 2.04885
H4 -2.19846 -0.24965 -5.01657
H5 1.63687 4.67524 2.95867
H6 3.76352 -5.14156 4.66420
H7 -0.57287 3.01982 3.04994
H8 3.39775 -3.27659 1.59018
H9 -1.01448 7.94563 -1.97212
H10 0.41832 -2.87001 -2.99822
H11 0.20238 5.14633 2.03492
H12 -0.16328 1.30616 -2.67680
H13 2.30441 -4.42874 0.83160
H14 1.57028 -5.52778 5.56710
H15 3.17339 2.11639 1.63636
H16 -4.39293 8.19606 -4.61510
H17 -1.17314 -3.36076 -3.61880
H18 2.10788 2.56645 3.59312
H19 2.52908 -1.79736 3.95965
H20 -0.29804 -4.85359 1.91356
H21 -3.10930 0.41993 -3.64131
H22 1.35286 2.26935 -0.43895
H23 -3.32172 -1.29878 -4.10634
H24 2.28379 -6.72711 3.63222
H25 -1.29725 5.46489 -1.82278
H26 -2.53340 9.29291 -3.35569
H27 0.33068 -4.26218 5.41249
H28 2.76937 4.25108 0.87043
H29 0.94333 0.03769 -2.07073
H30 -0.08966 -2.37004 -4.63253
H31 1.28881 4.70287 0.01383
H32 0.93316 -2.06661 4.60198
H33 -0.81658 -3.98144 3.34522